Entry i
This record from the Open Molecules 2025 dataset describes one molecule with the formula C3H6O2. The level of theory is the ωB97M-V functional and the def2-TZVPD basis.

* frontier orbital gap: 10.72 eV
* lowest unoccupied orbital energy: 0.68 eV

The geometry in ORCA input format:
```
! wB97M-V def2-TZVPD RIJCOSX def2/J DEFGRID3
* xyz 0 1
C -0.51146 1.28192 0.24118
C -0.22478 -0.18001 -0.09481
O -0.48046 -0.45511 -1.42760
C 1.00479 -0.91340 0.31632
O 1.36195 -1.85957 -0.35875
H -1.57525 1.48811 0.07372
H -0.27967 1.52447 1.28313
H 0.04350 1.97233 -0.40585
H -0.75231 -0.89731 0.62246
H 0.11046 -1.21982 -1.59318
H 1.38528 -0.70862 1.33015
*
```


Entry ii
This record from the Open Molecules 2025 dataset describes one molecule with the formula C3H6O2. The level of theory is the ωB97M-V functional and the def2-TZVPD basis.

* frontier orbital gap: 11.23 eV
* lowest unoccupied orbital energy: 1.04 eV

The geometry in ORCA input format:
```
! wB97M-V def2-TZVPD RIJCOSX def2/J DEFGRID3
* xyz 0 1
C -0.76297 -0.09456 0.85584
C 0.38495 -0.47911 -0.02607
C 0.26939 -0.89643 -1.46300
H -0.46023 1.81584 0.99904
H -1.63118 0.14294 0.13437
H -1.00918 -0.93969 1.50787
H 1.32567 -0.81234 0.47172
H 0.98673 -1.51651 -2.03312
H -0.74924 -0.95655 -1.97482
O -0.43631 1.02888 1.67409
O 0.70996 0.35698 -1.08731
*
```


Entry iii
This record from the Open Molecules 2025 dataset describes one molecule with the formula C3H6O2. The level of theory is the ωB97M-V functional and the def2-TZVPD basis.

* frontier orbital gap: 10.57 eV
* lowest unoccupied orbital energy: 0.98 eV

The geometry in ORCA input format:
```
! wB97M-V def2-TZVPD RIJCOSX def2/J DEFGRID3
* xyz 0 1
C 0.64340 0.12574 0.48252
C -0.44956 -0.85508 0.51709
C 0.02897 -0.34962 -0.77439
H -0.46300 1.41608 0.92559
H 1.59530 -0.21836 0.73909
H -0.11853 -1.77434 0.96696
H -1.44735 -0.54727 0.75924
H 0.56307 -1.08149 -1.47090
H -0.06741 1.16044 -1.66850
O 0.48926 1.47330 0.88021
O -0.77415 0.65060 -1.35694
*
```


Best to worst by energy: entry i, entry ii, entry iii.


Entry i
This record from the Open Molecules 2025 dataset describes a 2-piece molecular cluster, C3H6O2 overall. The level of theory is the ωB97M-V functional and the def2-TZVPD basis.

* frontier orbital gap: 10.99 eV
* lowest unoccupied orbital energy: 0.60 eV

The geometry in ORCA input format:
```
! wB97M-V def2-TZVPD RIJCOSX def2/J DEFGRID3
* xyz 0 1
C 1.25784 -1.94502 1.92674
C 1.39430 -2.61539 0.80255
H 0.31931 -1.62441 2.37169
H 2.06602 -1.86360 2.64366
H 0.63275 -2.80903 0.06155
H 2.36748 -3.05277 0.60878
O -2.76864 2.62537 -2.38008
C -1.94479 3.04070 -1.61940
O -0.62123 2.80261 -1.71721
H -2.23310 3.54678 -0.69102
H -0.46994 1.89476 -2.00726
*
```


Entry ii
This record from the Open Molecules 2025 dataset describes one molecule with the formula C3H6O2. The level of theory is the ωB97M-V functional and the def2-TZVPD basis.

* frontier orbital gap: 10.18 eV
* lowest unoccupied orbital energy: 1.13 eV

The geometry in ORCA input format:
```
! wB97M-V def2-TZVPD RIJCOSX def2/J DEFGRID3
* xyz 0 1
C 0.18139 -0.15559 -0.25790
C 1.00314 -0.25425 0.74285
C -1.28211 -0.14079 0.01326
O 3.12134 0.30289 -0.51526
O 2.63655 -0.43260 0.59136
H 0.45591 -0.04782 -1.28760
H 0.66504 -0.18623 1.76441
H -1.63728 -0.03755 1.03102
H -1.84654 0.57263 -0.52544
H -1.66227 -0.93711 -0.48632
H 4.01917 0.08974 -0.50470
*
```


Best to worst by energy: entry i, entry ii.


Entry i
This record from the Open Molecules 2025 dataset describes a 2-piece molecular cluster, C3H6O2 overall. The level of theory is the ωB97M-V functional and the def2-TZVPD basis.

* frontier orbital gap: 11.02 eV
* lowest unoccupied orbital energy: 0.55 eV

The geometry in ORCA input format:
```
! wB97M-V def2-TZVPD RIJCOSX def2/J DEFGRID3
* xyz 0 1
C 1.61612 0.98935 -0.24728
C 0.83805 1.41029 0.75148
H 2.36526 0.23065 -0.06046
H 1.43560 1.20373 -1.30421
H 0.79979 0.87868 1.70688
H 0.02874 2.10951 0.59259
O -2.14751 -1.61171 1.05324
C -1.45070 -1.56981 0.08738
O -1.91710 -0.91067 -1.00491
H -0.41599 -1.94288 0.02438
H -1.15226 -0.78714 -1.59909
*
```


Entry ii
This record from the Open Molecules 2025 dataset describes one molecule with the formula C3H6O2. The level of theory is the ωB97M-V functional and the def2-TZVPD basis.

* frontier orbital gap: 8.62 eV
* lowest unoccupied orbital energy: 0.45 eV

The geometry in ORCA input format:
```
! wB97M-V def2-TZVPD RIJCOSX def2/J DEFGRID3
* xyz 0 1
C 1.15617 0.84735 -0.83550
O -0.47281 0.97112 -0.26851
C -0.63234 -0.08658 0.68991
C -0.17895 -1.43294 0.14416
O 0.23119 -2.29698 0.87734
H 1.63314 0.97685 0.15423
H -0.87685 0.68744 -1.10341
H 1.19026 1.87049 -1.25808
H -1.68755 -0.13115 0.98529
H -0.02731 0.18601 1.55568
H -0.33494 -1.59161 -0.94111
*
```


Best to worst by energy: entry i, entry ii.


Entry i
This record from the Open Molecules 2025 dataset describes a 2-piece molecular cluster, C3H6O2 overall. The level of theory is the ωB97M-V functional and the def2-TZVPD basis.

* frontier orbital gap: 11.11 eV
* lowest unoccupied orbital energy: 0.82 eV

The geometry in ORCA input format:
```
! wB97M-V def2-TZVPD RIJCOSX def2/J DEFGRID3
* xyz 0 1
C -0.32384 -0.54322 -1.19088
C 0.23641 -1.51199 -1.89925
H -1.31340 -0.64513 -0.74801
H 0.02801 0.47601 -1.15260
H -0.27703 -2.45894 -2.02000
H 1.22897 -1.33622 -2.29895
O 1.08437 0.87616 2.75122
C 0.29619 1.47235 2.08822
O -0.36355 1.07982 0.95511
H -0.03904 2.46025 2.40498
H -0.55709 0.13092 1.11016
*
```


Entry ii
This record from the Open Molecules 2025 dataset describes one molecule with the formula C3H6O2. The level of theory is the ωB97M-V functional and the def2-TZVPD basis.

* frontier orbital gap: 10.90 eV
* lowest unoccupied orbital energy: 0.77 eV

The geometry in ORCA input format:
```
! wB97M-V def2-TZVPD RIJCOSX def2/J DEFGRID3
* xyz 0 1
C -1.09863 0.08040 0.13597
C 0.25479 0.73638 -0.31859
C 1.32870 -0.00283 0.30487
H -0.53013 -1.64778 -0.77619
H -0.93914 0.12617 1.17891
H -2.07324 0.47954 -0.16378
H 0.40823 0.41381 -1.35771
H 0.29319 1.83681 -0.30382
H 1.41999 0.25143 1.41208
O -1.04766 -1.32079 0.01310
O 1.98391 -0.95315 -0.12484
*
```


Entry iii
This record from the Open Molecules 2025 dataset describes one molecule with the formula C3H6O2. The level of theory is the ωB97M-V functional and the def2-TZVPD basis.

* frontier orbital gap: 11.05 eV
* lowest unoccupied orbital energy: 0.85 eV

The geometry in ORCA input format:
```
! wB97M-V def2-TZVPD RIJCOSX def2/J DEFGRID3
* xyz 0 1
C -1.54930 -0.11984 -0.12051
C -0.16791 0.34728 0.27732
O -0.01695 1.28849 1.03158
C 1.08793 -0.31744 -0.28256
O 2.20517 0.03680 0.47677
H -1.76546 -1.10486 0.31193
H -1.66139 -0.20935 -1.20703
H -2.27714 0.59972 0.26470
H 1.18856 0.01937 -1.33066
H 0.99509 -1.40946 -0.30783
H 1.95975 0.87615 0.90407
*
```


Best to worst by energy: entry iii, entry i, entry ii.


Entry i
This record from the Open Molecules 2025 dataset describes a 2-piece molecular cluster, C3H6O2 overall. The level of theory is the ωB97M-V functional and the def2-TZVPD basis.

* frontier orbital gap: 9.99 eV
* lowest unoccupied orbital energy: 0.67 eV

The geometry in ORCA input format:
```
! wB97M-V def2-TZVPD RIJCOSX def2/J DEFGRID3
* xyz 0 1
C -0.20321 -0.10985 -0.35835
C 0.68538 0.55122 0.50784
C -1.58684 -0.22718 -0.03110
O 0.30929 1.21872 -0.54219
O 2.30182 -0.59287 -0.14795
H 0.24558 -0.75977 -1.10214
H 1.01465 0.87265 1.40362
H -1.99309 -1.21643 -0.24948
H -2.38383 0.44910 -0.47326
H -1.61579 -0.11196 1.07806
H 3.22604 -0.07362 -0.08505
*
```


Entry ii
This record from the Open Molecules 2025 dataset describes one molecule with the formula C3H6O2. The level of theory is the ωB97M-V functional and the def2-TZVPD basis.

* frontier orbital gap: 10.78 eV
* lowest unoccupied orbital energy: 0.40 eV

The geometry in ORCA input format:
```
! wB97M-V def2-TZVPD RIJCOSX def2/J DEFGRID3
* xyz 0 1
C -0.94439 -0.02877 -0.35590
C -0.01141 -0.66657 0.41744
C 1.36091 -0.08288 0.01491
H -1.99799 -0.66794 -0.55991
H -1.29795 1.00951 0.07230
H -0.78091 0.33034 -1.39089
H -0.28628 -0.29144 1.41993
H 0.07540 -1.71776 0.23471
H 0.15507 1.40164 0.35787
O 1.27055 1.34052 0.05453
O 2.45699 -0.62666 -0.26499
*
```


Best to worst by energy: entry ii, entry i.


Entry i
This record from the Open Molecules 2025 dataset describes one molecule with the formula C3H6O2. The level of theory is the ωB97M-V functional and the def2-TZVPD basis.

* frontier orbital gap: 10.42 eV
* lowest unoccupied orbital energy: 0.73 eV

The geometry in ORCA input format:
```
! wB97M-V def2-TZVPD RIJCOSX def2/J DEFGRID3
* xyz 0 1
O -1.29391 0.59484 -0.88538
C -0.93300 -0.16294 0.25478
C 0.49551 -0.63350 0.04156
C 1.48633 0.50839 -0.02131
O 2.66888 0.37610 0.18656
H -2.17374 0.96301 -0.74283
H -1.59421 -1.03238 0.38578
H -0.99703 0.44372 1.17265
H 0.54615 -1.16938 -0.91563
H 0.81402 -1.33028 0.82382
H 1.05953 1.49767 -0.28676
*
```


Entry ii
This record from the Open Molecules 2025 dataset describes one molecule with the formula C3H6O2. The level of theory is the ωB97M-V functional and the def2-TZVPD basis.

* frontier orbital gap: 9.20 eV
* lowest unoccupied orbital energy: 0.33 eV

The geometry in ORCA input format:
```
! wB97M-V def2-TZVPD RIJCOSX def2/J DEFGRID3
* xyz 0 1
O 0.59860 -0.65371 -1.50632
C 0.46660 -1.15115 -0.18718
C 0.18549 -0.22221 0.93159
C 0.07486 1.19051 0.49226
O -1.30996 0.83854 0.22867
H -0.26817 -0.30071 -1.75156
H -0.24923 -1.98761 -0.14877
H 1.43678 -1.58557 0.10059
H -1.61691 0.40808 1.05340
H 0.51453 1.48970 -0.46190
H 0.16742 1.97414 1.24921
*
```


Best to worst by energy: entry i, entry ii.


Entry i
This record from the Open Molecules 2025 dataset describes a 2-piece molecular cluster, C3H6O2 overall. The level of theory is the ωB97M-V functional and the def2-TZVPD basis.

* frontier orbital gap (alpha / beta): 7.74 / 8.23 eV
* lowest unoccupied orbital energy (alpha / beta): -0.68 / -0.32 eV

The geometry in ORCA input format:
```
! wB97M-V def2-TZVPD RIJCOSX def2/J DEFGRID3
* xyz 0 1
C -1.40263 0.59278 0.38582
O -0.74259 -0.43648 0.76943
C 0.52157 -0.77185 0.55000
C 1.53103 0.16263 0.13845
O 2.70121 -0.14247 -0.02479
H -0.91580 1.43247 -0.09599
H -0.93594 -0.25982 -1.68826
H -2.44101 0.60082 0.68435
H -0.28153 -0.63581 -1.63409
H 0.76515 -1.75858 0.91591
H 1.20054 1.21630 -0.00083
*
```


Entry ii
This record from the Open Molecules 2025 dataset describes one molecule with the formula C3H6O2. The level of theory is the ωB97M-V functional and the def2-TZVPD basis.

* frontier orbital gap: 11.05 eV
* lowest unoccupied orbital energy: 0.70 eV

The geometry in ORCA input format:
```
! wB97M-V def2-TZVPD RIJCOSX def2/J DEFGRID3
* xyz 0 1
C -0.67401 1.33952 -0.04430
C -0.56888 -0.16060 0.01087
C 1.78602 -0.00093 0.10703
H -1.94291 1.63000 -0.04468
H -0.00635 1.88906 0.78796
H -0.23922 1.73577 -0.85703
H 1.73700 1.05355 -0.53881
H 1.79936 0.44896 1.12070
H 2.56723 -0.60399 -0.09285
O -1.50431 -0.91261 0.11375
O 0.60757 -0.74005 -0.21586
*
```


Best to worst by energy: entry ii, entry i.


Entry i
This record from the Open Molecules 2025 dataset describes one molecule with the formula C3H6O2. The level of theory is the ωB97M-V functional and the def2-TZVPD basis.

* frontier orbital gap: 11.21 eV
* lowest unoccupied orbital energy: 0.77 eV

The geometry in ORCA input format:
```
! wB97M-V def2-TZVPD RIJCOSX def2/J DEFGRID3
* xyz 0 1
O -0.41538 -1.96447 0.03116
C -0.76286 -0.84154 -0.06748
O -1.87789 -0.49692 -0.75320
C -0.05228 0.49911 0.27882
C 1.45102 0.55805 0.23973
H -2.48689 -1.28206 -0.95660
H -0.62039 0.83945 1.11266
H -0.61829 1.22432 -0.43348
H 1.72326 1.60679 0.12065
H 1.80688 -0.11535 -0.70206
H 1.85283 -0.02738 1.12979
*
```


Entry ii
This record from the Open Molecules 2025 dataset describes a 2-piece molecular cluster, C3H6O2 overall. The level of theory is the ωB97M-V functional and the def2-TZVPD basis.

* frontier orbital gap: 10.73 eV
* lowest unoccupied orbital energy: 0.89 eV

The geometry in ORCA input format:
```
! wB97M-V def2-TZVPD RIJCOSX def2/J DEFGRID3
* xyz 0 1
O -1.39786 5.83550 -1.97424
C -1.26550 4.98810 -1.17023
H -0.87063 3.96650 -1.48103
H -1.73846 5.12483 -0.17746
C 1.55330 -2.36411 1.03286
C 0.69325 -3.15756 0.44870
O -0.68157 -3.21714 0.91634
H 2.52561 -2.38973 0.72484
H 1.34370 -1.70777 1.85742
H 1.00266 -3.95001 -0.23181
H -1.16449 -3.12862 0.05460
*
```


Best to worst by energy: entry i, entry ii.